1.
Here is a cluster of 2 separate species, C5H10O2 in total from OMol25. Energies are from the ωB97M-V functional and the def2-TZVPD basis.

ΔE to the lowest compared entry with this formula, charge and spin: 119.4 kcal/mol
HOMO energy: -8.5 eV
E_LUMO: 0.8 eV
gap between HOMO and LUMO: 0.3434 hartree
calculated total energy: -9437.8640 eV
SMILES: COCC1=C(O)C1.[H][H]

Each atom is followed by the atoms it is bonded to, with distances in Å.
Geometry (Å):
1 C 2.822 -0.354 0.647  O2 1.402, H8 1.100, H9 1.092, H10 1.101
2 O 1.435 -0.146 0.633  C1 1.402, C3 1.417
3 C 0.816 -0.581 -0.566  O2 1.417, C4 1.478, H11 1.104, H12 1.102
4 C -0.624 -0.297 -0.392  C3 1.478, C5 1.293, C7 1.530
5 C -1.428 0.365 0.374  C4 1.293, O6 1.333, C7 1.476
6 O -1.597 1.295 1.315  C5 1.333, H13 0.971
7 C -2.050 -0.828 -0.232  C4 1.530, C5 1.476, H14 1.095, H15 1.099
8 H 3.072 -1.413 0.487  C1 1.100
9 H 3.176 -0.051 1.635  C1 1.092
10 H 3.334 0.248 -0.119  C1 1.101
11 H 1.245 -0.042 -1.429  C3 1.104
12 H 0.991 -1.655 -0.734  C3 1.102
13 H -0.709 1.629 1.521  O6 0.971
14 H -2.764 -0.733 -1.056  C7 1.095
15 H -2.243 -1.701 0.406  C7 1.099
16 H -2.565 2.055 -1.566  H17 0.744
17 H -2.910 2.211 -0.924  H16 0.744

Atomic partial charges in e from the Löwdin method, atoms 1 to 5:
1 C -0.12
2 O -0.19
3 C -0.19
4 C -0.10
5 C -0.35

***

2.
Here is the molecule C18H24N2O4S in a non-equilibrium geometry from OMol25. Energies are from the ωB97M-V functional and the def2-TZVPD basis.

ΔE to the lowest compared entry with this formula, charge and spin: 419.3 kcal/mol
HOMO energy: -7.6 eV
E_LUMO: 0.3 eV
gap between HOMO and LUMO: 0.2907 hartree
calculated total energy: -41044.6082 eV
SMILES: CCOCCc1c(O)nc(SCCOc2ccc(C)c(C)c2)[nH]c1=O

Each atom is followed by the atoms it is bonded to, with distances in Å.
Geometry (Å):
1 C 1.615 1.565 3.940  C2 1.654, H26 1.015, H27 1.130, H28 0.981
2 C 1.847 1.436 2.307  C1 1.654, O3 1.372, H29 1.055, H30 1.128
3 O 3.095 0.972 1.977  C2 1.372, C4 1.419
4 C 3.639 -0.282 2.358  O3 1.419, C5 1.402, H31 0.967, H32 1.216
5 C 3.256 -1.296 1.469  C4 1.402, C6 1.487, H33 0.866, H34 1.148
6 C 1.785 -1.481 1.587  C5 1.487, C7 1.514, C24 1.557
7 C 0.965 -1.666 0.328  C6 1.514, O8 1.129, N9 1.353
8 O 1.359 -1.228 -0.636  C7 1.129, H35 1.145
9 N -0.369 -1.888 0.376  C7 1.353, C10 1.234
10 C -0.959 -2.136 1.431  N9 1.234, S11 1.724, N23 1.473
11 S -2.619 -2.600 1.485  C10 1.724, C12 1.729
12 C -3.162 -2.019 -0.050  S11 1.729, C13 1.569, H36 1.104, H37 1.101
13 C -3.815 -0.618 -0.319  C12 1.569, O14 1.282, H38 0.944, H39 1.156
14 O -3.927 -0.254 -1.543  C13 1.282, C15 1.259
15 C -2.974 0.162 -2.253  O14 1.259, C16 1.215, C22 1.561
16 C -3.053 0.592 -3.386  C15 1.215, C17 1.350, H40 1.307
17 C -2.064 1.108 -4.148  C16 1.350, C18 1.506, H41 1.216
18 C -0.868 1.586 -3.369  C17 1.506, C19 1.816, C20 1.228
19 C 0.399 2.369 -4.408  C18 1.816, H42 1.092, H43 1.054, H44 1.079
20 C -0.617 1.232 -2.219  C18 1.228, C21 1.396, C22 1.494
21 C 0.467 1.667 -1.455  C20 1.396, H45 1.030, H46 1.192, H47 1.206
22 C -1.765 0.701 -1.425  C15 1.561, C20 1.494, H48 1.012
23 N -0.385 -2.451 2.751  C10 1.473, C24 1.551, H49 0.898
24 C 1.153 -2.255 2.780  C6 1.557, N23 1.551, O25 1.091
25 O 1.819 -2.233 3.644  C24 1.091
26 H 1.672 0.622 4.311  C1 1.015
27 H 2.466 2.232 4.270  C1 1.130
28 H 0.681 1.836 4.072  C1 0.981
29 H 1.243 0.613 2.043  C2 1.055
30 H 1.775 2.455 1.829  C2 1.128
31 H 3.478 -0.563 3.269  C4 0.967
32 H 4.847 -0.162 2.414  C4 1.216
33 H 3.387 -0.968 0.677  C5 0.866
34 H 3.803 -2.261 1.764  C5 1.148
35 H 0.621 -0.915 -1.454  O8 1.145
36 H -3.943 -2.736 -0.357  C12 1.104
37 H -2.275 -2.127 -0.694  C12 1.101
38 H -3.566 -0.115 0.440  C13 0.944
39 H -4.873 -0.987 -0.034  C13 1.156
40 H -3.907 -0.089 -4.105  C16 1.307
41 H -2.137 1.318 -5.344  C17 1.216
42 H -0.103 2.225 -5.367  C19 1.092
43 H 1.245 1.798 -4.146  C19 1.054
44 H 0.419 3.337 -3.933  C19 1.079
45 H 0.560 1.422 -0.459  C21 1.030
46 H 0.569 2.851 -1.535  C21 1.192
47 H 1.548 1.395 -1.917  C21 1.206
48 H -1.503 0.498 -0.468  C22 1.012
49 H -0.827 -2.664 3.503  N23 0.898

Atomic partial charges in e from the Löwdin method, atoms 1 to 5:
1 C -0.01
2 C -0.23
3 O -0.13
4 C -0.23
5 C -0.15

***

3.
Here is the molecule C7H11NS in a non-equilibrium geometry from OMol25. Energies are from the ωB97M-V functional and the def2-TZVPD basis.

ΔE to the lowest compared entry with this formula, charge and spin: 3.7 kcal/mol
HOMO energy: -8.1 eV
E_LUMO: 0.8 eV
gap between HOMO and LUMO: 0.3249 hartree
calculated total energy: -19762.4481 eV
SMILES: NC(=S)[C@@H]1CC=CCC1

Each atom is followed by the atoms it is bonded to, with distances in Å.
Geometry (Å):
1 N -1.437 -0.806 1.397  C2 1.351, H10 1.011, H11 0.997
2 C -1.763 0.002 0.364  N1 1.351, S3 1.683, C4 1.526
3 S -3.308 0.670 0.308  C2 1.683
4 C -0.794 0.320 -0.771  C2 1.526, C5 1.547, C9 1.582, H12 1.079
5 C -0.033 -0.947 -1.228  C4 1.547, C6 1.515, H13 1.111, H14 1.079
6 C 1.206 -1.257 -0.414  C5 1.515, C7 1.394, H15 1.090
7 C 1.755 -0.322 0.462  C6 1.394, C8 1.516, H16 1.086
8 C 1.228 1.079 0.706  C7 1.516, C9 1.557, H17 1.079, H18 1.115
9 C 0.189 1.496 -0.376  C4 1.582, C8 1.557, H19 1.095, H20 1.076
10 H -2.181 -1.082 2.023  N1 1.011
11 H -0.636 -1.383 1.256  N1 0.997
12 H -1.395 0.599 -1.622  C4 1.079
13 H -0.703 -1.833 -1.226  C5 1.111
14 H 0.246 -0.817 -2.262  C5 1.079
15 H 1.756 -2.171 -0.636  C6 1.090
16 H 2.663 -0.651 0.959  C7 1.086
17 H 2.061 1.764 0.670  C8 1.079
18 H 0.763 1.183 1.714  C8 1.115
19 H 0.698 1.781 -1.303  C9 1.095
20 H -0.316 2.376 -0.020  C9 1.076

Atomic partial charges in e from the Löwdin method, atoms 1 to 5:
1 N 0.10
2 C -0.82
3 S 0.59
4 C -0.33
5 C -0.17

***

4.
Here is the molecule C3H6S3 in a non-equilibrium geometry from OMol25. Energies are from the ωB97M-V functional and the def2-TZVPD basis.

ΔE to the lowest compared entry with this formula, charge and spin: 31.7 kcal/mol
HOMO energy: -9.0 eV
E_LUMO: -0.8 eV
gap between HOMO and LUMO: 0.3002 hartree
calculated total energy: -35712.4834 eV
SMILES: S=C(CS)CS

Each atom is followed by the atoms it is bonded to, with distances in Å.
Geometry (Å):
1 S 1.451 -0.964 1.951  C2 1.676
2 C 0.277 -0.356 0.922  S1 1.676, C3 1.503, C5 1.537
3 C -0.472 -1.261 -0.016  C2 1.503, S4 1.799, H7 1.114, H8 1.050
4 S 0.638 -1.178 -1.429  C3 1.799, H9 1.357
5 C 0.423 1.100 0.450  C2 1.537, S6 1.831, H10 1.081, H11 1.140
6 S -1.150 1.774 -0.200  C5 1.831, H12 1.347
7 H -1.483 -0.816 -0.155  C3 1.114
8 H -0.688 -2.234 0.317  C3 1.050
9 H -0.117 -1.889 -2.303  S4 1.357
10 H 1.288 1.210 -0.188  C5 1.081
11 H 0.641 1.667 1.414  C5 1.140
12 H -0.808 2.948 -0.764  S6 1.347

Atomic partial charges in e from the Löwdin method, atoms 1 to 5:
1 S 0.71
2 C -0.90
3 C -0.62
4 S 0.75
5 C -0.63